Record 1
Below is 6 unconnected molecules or ions with the total composition C6H15Cl6N3O6, with properties calculated with the ωB97M-V functional and the def2-TZVPD basis.

```
36
C6H15Cl6N3O6 the ωB97M-V functional and the def2-TZVPD basis
C 2.9120 1.6177 2.4909
N 3.0660 3.0607 2.1320
O 3.8586 3.3668 1.2522
O 2.3437 3.8608 2.6959
H 3.0417 1.5983 3.5730
H 3.5675 1.0529 1.8280
H 1.8561 1.4500 2.2787
C 2.7711 0.1784 -4.2030
N 3.2680 0.4785 -2.8660
O 2.4869 0.5508 -1.9482
O 4.4699 0.3933 -2.7044
H 1.6819 0.1717 -4.1614
H 3.2007 -0.7847 -4.4786
H 3.1202 1.0046 -4.8223
C -1.4926 3.9473 1.3993
N -1.0466 2.6354 0.8517
O 0.1313 2.4102 0.7500
O -1.8819 1.9327 0.3528
H -0.7224 4.3349 2.0661
H -2.3985 3.7567 1.9747
H -1.6889 4.6152 0.5605
Cl -1.5883 -5.4277 3.0651
C -2.2458 -3.9059 2.2767
Cl -1.6526 -2.4403 3.1243
H -1.8546 -3.8989 1.2593
H -3.3326 -3.9225 2.1944
Cl -1.5785 -1.6690 -0.3674
C 0.0486 -0.9246 -0.1011
Cl 1.3552 -2.0984 -0.5917
H 0.0976 0.0402 -0.6059
H 0.2350 -0.6922 0.9474
Cl -5.8140 -3.6431 -1.2687
C -4.2717 -3.4046 -2.0384
Cl -4.2137 -1.8973 -2.9257
H -3.5482 -3.5296 -1.2328
H -4.1810 -4.2186 -2.7576
```

Computed properties:
HOMO ... -10.8443 eV
Structure (SMILES) ... C[N+](=O)[O-].C[N+](=O)[O-].C[N+](=O)[O-].ClCCl.ClCCl.ClCCl
Frontier orbital gap ... 10.79 eV

Record 2
Below is a molecular structure, C6H15ClINO2PRu, with properties calculated with the ωB97M-V functional and the def2-TZVPD basis.

```
28
C6H15ClINO2PRu the ωB97M-V functional and the def2-TZVPD basis
C -2.6790 1.7478 -2.3283
C -2.4024 0.8816 -1.1656
H -3.2262 1.1887 -3.0986
H -1.7462 2.1468 -2.7420
H -3.2690 2.6063 -1.9978
O -2.1883 -0.3063 -1.1089
I -2.8042 2.1602 0.7448
Ru -0.6131 0.6372 1.0595
P 0.9475 -0.5854 0.0155
C 0.9798 -2.3650 0.4153
C 0.7772 -0.5759 -1.7945
H 2.7142 1.0666 0.2896
H 3.2439 -0.3141 -0.7182
H 3.1274 -0.4823 1.0682
C 2.6805 -0.0236 0.1791
H 0.6060 0.4473 -2.1426
H 1.7018 -0.9640 -2.2438
H 1.4373 -2.9229 -0.4164
H -0.0454 -2.7278 0.5738
H -0.0803 -1.1880 -2.0902
H 1.5581 -2.5332 1.3328
C -1.6511 -0.8012 1.5118
O -2.3631 -1.7068 1.7190
Cl 0.6527 2.5253 0.4287
N 0.5107 0.5210 2.8934
H 1.1154 -0.3043 2.9547
H -0.0870 0.5171 3.7254
H 1.1028 1.3549 2.9354
```

Computed properties:
HOMO (spin up / spin down) ... -13.8316 / -17.5897 eV
⟨S²⟩ ... 8.77
Multiplicity ... 6
Frontier orbital gap (spin up / spin down) ... 5.51 / 5.91 eV
Net charge ... +2

Record 3
Below is a molecular structure, C6H15ClLi3NO2, with properties calculated with the ωB97M-V functional and the def2-TZVPD basis.

```
28
C6H15ClLi3NO2 the ωB97M-V functional and the def2-TZVPD basis
Li 3.4940 2.4538 3.0711
Li 4.7377 1.3628 -0.8865
Li 2.3772 0.2301 1.0265
Cl 3.3270 2.6651 0.7202
C -0.5338 1.1426 -3.6147
O -0.3670 0.8137 -2.2256
C 0.3395 1.7317 -1.4562
C 0.0289 1.3780 -0.0271
N 0.5623 -0.0278 0.2628
C -0.2371 -0.6641 1.3699
C -1.4287 -1.4629 0.8614
O -2.1030 -2.0572 1.9297
C -1.5970 -3.3272 2.3056
H -1.5901 1.3206 -3.8187
H -0.1770 0.3138 -4.2183
H 0.0018 2.0581 -3.8706
H 0.0982 2.7819 -1.6633
H 1.4314 1.6688 -1.6761
H -1.0638 1.3341 0.0209
H 0.3777 2.1027 0.7052
H 0.1971 -0.4855 -0.5785
H -0.5795 0.0376 2.1313
H 0.4304 -1.3777 1.8760
H -1.1223 -2.2058 0.1131
H -2.1512 -0.7858 0.3965
H -2.1140 -3.6172 3.2158
H -0.5179 -3.3059 2.4891
H -1.8206 -4.0784 1.5407
```

Computed properties:
HOMO ... -14.7532 eV
Frontier orbital gap ... 6.53 eV
Net charge ... +2